(1)
{"formula": "C16H21NO3", "method": "ωB97M-V/def2-TZVPD", "elements": ["C", "C", "C", "C", "C", "C", "O", "C", "O", "O", "H", "H", "H", "H", "H", "H", "H", "H", "H", "C", "N", "C", "C", "C", "C", "C", "C", "C", "C", "H", "H", "H", "H", "H", "H", "H", "H", "H", "H", "H", "H"], "coordinates": [[0.743495, 1.615837, -1.439093], [-0.112310, 0.384907, -1.325991], [-1.521200, 0.458499, -1.591005], [-2.277574, -0.798766, -1.809091], [-3.709728, -0.644771, -2.377510], [-4.257534, 0.688138, -1.918108], [-3.428805, 1.781105, -2.381545], [-2.070678, 1.667652, -2.264890], [-1.371020, 2.544051, -2.751826], [0.368339, -0.710190, -0.977593], [0.242452, 2.455791, -0.955066], [1.733182, 1.437507, -0.998491], [0.855726, 1.866837, -2.498342], [-1.697030, -1.436023, -2.491110], [-2.357328, -1.313406, -0.840109], [-3.741478, -0.737874, -3.478146], [-4.322081, -1.466415, -1.974948], [-5.256456, 0.887588, -2.318693], [-4.278609, 0.684577, -0.816371], [-1.330560, -0.338559, 2.738497], [-0.048276, -0.021826, 2.112398], [0.404306, 1.373178, 2.199045], [0.606528, -0.945227, 1.435906], [2.037018, -0.979116, 1.244284], [2.957000, -0.205625, 2.002170], [4.316201, -0.199479, 1.657755], [4.801236, -1.031908, 0.638304], [3.920321, -1.901581, -0.024555], [2.570008, -1.895612, 0.300089], [-1.710858, 0.566624, 3.211663], [-2.040048, -0.688688, 1.976744], [-1.236582, -1.122025, 3.503127], [-0.476059, 2.022905, 2.120692], [0.903715, 1.582018, 3.153800], [1.089292, 1.599205, 1.377386], [0.049345, -1.829240, 1.120344], [2.624852, 0.347825, 2.876827], [4.994782, 0.463369, 2.191925], [5.856736, -1.001039, 0.367161], [4.278216, -2.568118, -0.810339], [1.891482, -2.592138, -0.185296]], "atomic_forces_ev_per_a": [[0.42, -0.04, 0.12], [-2.92, 0.93, -0.49], [0.72, 1.95, -1.17], [-0.37, -0.97, 0.28], [0.41, -0.12, 0.07], [0.38, 0.18, -0.03], [-0.34, -0.38, -0.04], [1.37, -0.71, 0.29], [-1.06, 0.13, 0.26], [1.06, -1.33, 0.89], [0.19, 0.09, -0.17], [-0.16, -0.08, -0.01], [0.04, 0.09, 0.26], [-0.07, -0.17, 0.34], [0.02, -0.36, -0.18], [0.13, 0.24, 0.42], [0.00, 0.29, -0.18], [0.19, 0.08, 0.19], [-0.11, 0.19, -0.19], [-0.52, -0.25, -0.32], [0.53, -0.32, -0.52], [0.11, 0.24, 0.22], [-0.26, 0.07, 0.18], [1.48, -0.14, -0.07], [0.02, -0.34, -0.66], [-0.31, -0.32, -0.02], [-0.54, 0.18, 0.03], [0.04, 0.20, 0.34], [-0.22, 0.35, 0.17], [-0.04, -0.16, -0.11], [0.10, 0.18, 0.16], [0.20, 0.27, -0.22], [0.22, -0.24, -0.07], [-0.18, -0.06, -0.16], [-0.19, -0.13, 0.15], [0.01, 0.21, 0.38], [0.08, 0.08, -0.36], [-0.11, -0.25, -0.04], [-0.29, -0.02, 0.08], [-0.06, 0.16, 0.31], [0.07, 0.32, -0.12]], "lowdin_charge": [-0.033, -0.452, -0.122, -0.185, -0.169, -0.181, -0.009, -0.452, 0.041, -0.058, 0.078, 0.074, 0.088, 0.118, 0.097, 0.120, 0.110, 0.120, 0.123, -0.009, -0.138, -0.018, 0.000, -0.190, -0.024, -0.069, -0.062, -0.058, -0.019, 0.092, 0.102, 0.101, 0.105, 0.094, 0.090, 0.154, 0.101, 0.105, 0.107, 0.111, 0.119], "gap_ev": 5.310, "de_lowest_ev": 3.9115, "e_tot_ev": -24562.984}

=====

(2)
{"formula": "C16H22B4CaF16O15", "method": "ωB97M-V/def2-TZVPD", "elements": ["Ca", "B", "F", "F", "F", "F", "B", "F", "F", "F", "F", "B", "F", "F", "F", "F", "B", "F", "F", "F", "F", "C", "C", "O", "C", "O", "O", "H", "H", "H", "H", "C", "C", "O", "C", "O", "O", "H", "H", "H", "H", "C", "C", "O", "C", "O", "O", "H", "H", "H", "H", "C", "C", "O", "C", "O", "O", "H", "H", "H", "H", "C", "C", "C", "O", "C", "O", "O", "H", "H", "H", "H", "H", "H"], "coordinates": [[-3.026240, -17.220590, 17.685240], [-0.697380, -16.238130, 15.540670], [0.323070, -15.358920, 15.405820], [-0.378540, -17.474610, 15.048970], [-1.111800, -16.363640, 16.847620], [-1.694530, -15.776840, 14.705300], [-2.474530, -16.805670, 20.063110], [-2.133170, -15.744450, 19.281220], [-3.810160, -17.034740, 19.842880], [-1.772580, -17.975410, 19.663260], [-2.097840, -16.647460, 21.386760], [-6.396970, -17.061260, 16.836170], [-5.987560, -17.186060, 15.512470], [-7.129840, -18.136930, 17.273590], [-5.273390, -16.895310, 17.574770], [-7.049790, -15.861490, 16.825070], [-4.789530, -20.247210, 17.846910], [-5.902490, -20.238780, 18.587020], [-5.267680, -20.153820, 16.526420], [-4.013160, -19.193300, 18.285620], [-4.191270, -21.491880, 18.069360], [0.047670, -14.290970, 20.900240], [-0.033930, -13.734360, 19.543760], [0.972270, -12.774870, 19.463930], [0.985040, -12.224370, 20.679110], [1.744540, -11.298870, 21.091360], [0.450030, -13.099900, 21.591080], [0.764000, -15.103510, 21.021720], [-0.956120, -14.620700, 21.168150], [-1.056350, -13.525800, 19.228730], [0.295790, -14.477610, 18.817830], [-5.939070, -13.966360, 21.220990], [-5.609450, -13.966380, 19.716440], [-4.355290, -13.241080, 19.573740], [-3.823640, -13.180550, 20.775340], [-2.700200, -12.762080, 20.980890], [-4.698840, -13.685790, 21.723150], [-6.393520, -14.925540, 21.469100], [-6.766090, -13.266840, 21.342730], [-6.372510, -13.381420, 19.202960], [-5.495630, -14.921730, 19.204120], [1.446030, -17.808470, 18.323950], [1.341770, -18.727750, 19.357200], [2.537960, -18.581850, 20.097880], [2.982160, -17.354340, 19.915930], [3.831490, -16.763330, 20.559480], [2.380290, -16.845190, 18.873740], [0.442690, -17.405080, 18.187210], [1.664150, -18.235440, 17.345060], [1.215460, -19.706030, 18.893400], [0.409570, -18.593960, 19.906020], [-3.136900, -14.321130, 25.090910], [-2.460720, -15.115210, 24.002320], [-2.422940, -16.380250, 24.625020], [-3.237300, -16.476150, 25.574890], [-3.566370, -17.507490, 26.094240], [-3.694510, -15.328640, 25.889270], [-3.943380, -13.641930, 24.814570], [-2.475640, -13.669360, 25.661890], [-1.492180, -14.780370, 23.630930], [-3.092670, -15.228750, 23.121500], [-4.233560, -19.937120, 21.450370], [-5.390230, -19.545580, 22.330600], [-4.908110, -18.685540, 23.501260], [-5.576290, -17.435060, 23.365000], [-6.449440, -17.582670, 22.330670], [-7.371860, -16.828440, 22.031760], [-6.166490, -18.614740, 21.610620], [-3.710690, -19.225970, 20.810850], [-4.758740, -20.524380, 20.697110], [-3.802140, -20.839690, 21.883200], [-6.021900, -20.384690, 22.622140], [-3.836480, -18.504650, 23.584880], [-5.080940, -19.004400, 24.529150]], "atomic_forces_ev_per_a": [[-0.91, -0.70, -1.83], [0.59, 0.52, -3.72], [1.47, 0.73, 0.86], [0.67, -1.73, 0.37], [-1.04, -0.16, 2.40], [-1.84, 0.48, 0.28], [1.79, -0.98, 3.35], [0.43, 1.12, -0.94], [-1.42, -0.04, 0.50], [-0.12, -0.04, -1.23], [-0.74, 0.51, 0.16], [-2.07, -0.59, -3.07], [0.64, -0.93, -0.80], [-0.24, 0.28, 0.36], [3.33, 0.39, 2.47], [-1.45, 1.53, 1.18], [-2.11, -2.57, -2.05], [-2.25, 0.26, 2.58], [1.58, 0.45, -0.15], [2.13, 1.48, -0.10], [1.22, 0.10, -0.06], [-0.75, 0.33, 0.47], [-0.04, -3.36, -3.20], [-0.80, 2.30, 0.40], [5.25, 1.72, 3.43], [-3.67, -2.80, -2.21], [-0.36, 0.57, 0.21], [0.24, 0.22, 0.17], [0.32, 0.15, 0.61], [0.24, 1.24, 0.23], [-0.18, -0.25, -0.13], [-0.69, -0.40, -3.25], [-0.92, 0.50, -1.44], [-1.28, -0.68, 0.45], [2.30, 0.70, 0.17], [-2.37, -0.92, 0.56], [1.69, 0.73, 2.03], [0.57, -0.43, 0.63], [0.50, 0.66, 0.89], [0.14, -0.22, -0.33], [-0.08, -0.11, 0.27], [-0.77, 3.23, -2.95], [-1.21, -4.00, 2.03], [-0.12, -1.87, 1.58], [2.17, 1.49, 1.12], [-1.35, -1.32, -0.75], [-1.20, 1.39, -2.34], [0.38, 0.91, -0.21], [1.09, 0.46, 0.02], [0.56, -0.51, 0.60], [0.53, 0.22, 0.94], [0.04, 1.94, -0.05], [-0.62, 0.56, -1.11], [3.87, -1.37, -3.61], [-1.34, -2.46, 1.93], [-0.23, -0.64, 0.32], [-2.12, 2.68, 2.14], [-0.02, -0.29, -0.58], [0.37, -0.43, 0.27], [0.06, -0.13, 0.54], [-0.05, 0.16, -0.03], [-1.91, -2.54, -1.60], [2.29, 0.38, 1.36], [0.82, -0.63, 1.90], [-2.73, 1.28, -1.82], [3.79, -0.68, 1.91], [-0.70, 0.58, -0.16], [-2.19, 0.75, -1.46], [0.36, 0.21, 1.07], [-0.18, 0.10, -0.85], [1.14, 0.68, 0.53], [0.10, -0.01, -0.12], [0.12, 0.25, -0.94], [-0.69, -0.48, -0.17]], "lowdin_charge": [1.776, -1.425, 0.175, 0.147, 0.034, 0.133, -1.430, 0.144, 0.109, 0.084, 0.172, -1.409, 0.121, 0.168, 0.056, 0.140, -1.372, 0.172, 0.125, 0.052, 0.113, -0.130, -0.181, 0.116, -0.476, 0.073, 0.049, 0.142, 0.090, 0.124, 0.135, -0.132, -0.052, 0.106, -0.516, 0.157, 0.058, 0.106, 0.139, 0.139, 0.122, -0.126, -0.173, 0.112, -0.610, 0.127, 0.113, 0.116, 0.153, 0.150, 0.125, -0.092, -0.076, 0.119, -0.726, 0.133, 0.118, 0.134, 0.137, 0.144, 0.109, 0.034, -0.231, -0.053, 0.132, -0.420, 0.395, 0.228, 0.094, 0.089, 0.123, 0.182, 0.144, 0.142], "charge": -1, "s2": 0.760, "gap_ev": [8.956, 2.273], "spin_multiplicity": 2, "e_tot_ev": -112309.873}